The following is a DFT calculation (the ωB97M-V functional and the def2-TZVPD basis) of C9H16BF3IrN5O6P2 as an isolated structure.

Each line ends with the Mulliken charge.
Positions of all 43 atoms, in Å:
Ir 0.3602 0.4865 -0.7042  1.599
N 1.1638 1.8706 2.8097  -0.264
C 0.2865 0.6368 2.9337  0.730
C 0.0935 0.2721 4.3934  -1.740
P -1.2612 1.0741 2.0497  0.489
O -1.6346 2.4026 2.8988  -0.556
O -2.2965 0.0347 2.1545  -0.783
O -0.7193 1.5769 0.7219  -0.847
P 1.1684 -0.6581 1.9128  0.988
O 0.0174 -1.3033 0.9729  -0.531
O 1.8755 -1.5774 2.8037  -0.849
O 1.8724 0.1768 0.8463  -0.805
H 0.6686 2.6896 3.1700  0.392
H 1.3610 2.0042 1.8082  0.267
H 2.0538 1.7440 3.2928  0.371
H -0.1500 1.1529 4.9909  0.410
H 0.9800 -0.2236 4.7895  0.425
H -0.7418 -0.4224 4.4741  0.411
H -2.5879 2.5377 2.9537  0.377
H -0.7324 -1.7551 1.3858  0.330
B -0.3952 -2.4059 -2.1793  0.144
N 0.9119 -1.6899 -2.6137  0.188
C 1.7878 -2.1655 -3.5025  -0.198
C 2.8589 -1.2960 -3.5889  -1.002
C 2.5529 -0.2772 -2.6976  -0.098
N 1.3833 -0.5372 -2.1043  -0.187
N -1.5046 -1.3310 -1.8444  0.213
C -2.7868 -1.6455 -1.6687  -0.255
C -3.5075 -0.5038 -1.3546  -0.914
C -2.5619 0.5032 -1.3460  -0.323
N -1.3555 0.0078 -1.6620  -0.286
H -0.2173 -3.1032 -1.2094  -0.149
H -0.7679 -3.0668 -3.1145  -0.148
H 1.5762 -3.0814 -4.0264  0.442
H 3.7236 -1.3749 -4.2225  0.388
H 3.1054 0.6109 -2.4585  0.482
H -3.1024 -2.6698 -1.7780  0.451
H -4.5584 -0.4201 -1.1458  0.387
H -2.6677 1.5545 -1.1404  0.554
F 0.3315 3.2821 -0.9478  -0.242
C 0.8258 2.1895 -1.5808  0.666
F 2.1790 2.4090 -1.6094  -0.259
F 0.4117 2.2917 -2.8628  -0.269

The HOMO-LUMO gap is 8.586 eV. For the total energy, the calculation gives -2189.5649 Eh. As for the largest force on an atom: 1.1 eV/Å. For the HOMO energy, the calculation gives -8.8 eV.



The following is a DFT calculation (the ωB97M-V functional and the def2-TZVPD basis) of C9H16Br12O7S2 as an isolated structure.

Each line ends with the Mulliken charge.
Positions of all 46 atoms, in Å:
O 6.8141 15.3563 20.5471  -0.584
S 8.2299 15.0853 20.2166  1.108
O 9.0621 14.0079 20.7229  -0.573
O 8.1493 14.8689 18.5164  -0.345
C 9.2903 14.2430 17.8837  -0.066
C 9.0535 14.1586 16.4067  -1.275
C 9.2893 16.6165 20.1443  -0.787
H 9.1457 13.1969 18.1536  0.204
H 10.2780 14.5885 18.1890  0.366
H 8.9414 15.0883 15.8489  0.315
H 8.1890 13.5615 16.1166  0.330
H 9.8566 13.5452 15.9983  0.384
H 8.7594 17.4121 19.6206  0.283
H 10.1692 16.2219 19.6362  0.271
H 9.5275 16.8866 21.1731  0.372
C 8.5542 18.4439 10.7064  -0.335
Br 8.3123 19.9044 12.0651  -0.011
Br 10.3101 18.7598 9.8139  0.003
Br 7.0843 18.3305 9.2809  -0.051
H 8.3944 17.4919 11.2127  0.391
C 12.8959 17.9820 14.4772  -0.315
Br 14.1278 16.5845 14.9713  0.003
Br 13.9023 19.6318 14.0656  -0.032
Br 11.4653 18.3213 15.8431  0.005
H 12.5307 17.6325 13.5114  0.341
C 19.4643 17.6622 16.1688  -0.329
Br 19.9214 15.8121 16.4701  0.017
Br 21.0096 18.6688 15.3765  -0.017
Br 18.9986 18.6840 17.9014  -0.042
H 18.6225 17.8568 15.5042  0.370
C 17.5387 24.1431 14.1570  -0.337
Br 16.3113 24.8245 12.7503  -0.016
Br 18.0481 25.7782 15.2843  -0.017
Br 19.0987 23.2051 13.2618  -0.015
H 17.0335 23.3344 14.6850  0.383
C 15.9985 11.2856 9.7211  -0.374
C 14.8263 10.4377 9.1442  -0.194
O 13.7276 11.1805 9.4927  -0.361
S 14.0953 12.8478 9.5348  1.109
O 13.2964 13.5474 10.5283  -0.498
O 14.1531 13.2338 8.1584  -0.519
O 15.5781 12.5675 10.1183  -0.279
H 16.8915 11.2965 9.0962  0.281
H 16.3370 10.9006 10.6830  0.264
H 14.8836 9.4779 9.6577  0.275
H 14.8442 10.3592 8.0572  0.296

The HOMO-LUMO gap is 9.673 eV. For the total energy, the calculation gives -32563.5597 Eh. As for the largest force on an atom: 3.6 eV/Å. For the HOMO energy, the calculation gives -10.4 eV.



The following is a DFT calculation (the ωB97M-V functional and the def2-TZVPD basis) of a 3-piece molecular cluster, C9H16Br4NO4 overall.

Each line ends with the Mulliken charge.
Positions of all 34 atoms, in Å:
C 3.3110 0.8468 0.2307  -0.644
C 2.8935 1.4235 -1.1919  0.591
O 2.7629 0.6001 -2.1394  -0.552
O 2.7006 2.7947 -1.5172  -0.259
C 2.0778 3.5375 -0.4586  0.250
O 2.5432 4.6943 -0.2497  -0.583
C 0.8432 3.0621 0.4249  0.692
C -0.4675 2.6455 -0.4184  -1.031
N -0.2583 1.3277 -1.1271  -0.004
O -1.4783 2.3605 0.6215  -0.240
H 3.0586 1.5306 1.1085  0.249
H 4.4468 0.6460 0.3010  0.341
H 2.8190 -0.1913 0.3176  0.100
H 0.5289 3.9676 1.0639  0.225
H 1.0757 2.2160 1.1654  -0.398
H -1.1848 0.9778 -1.4231  -0.121
H 0.3052 1.5050 -1.9729  0.167
H -1.0533 1.6581 1.1845  0.153
Br 0.7608 0.3594 3.4786  -0.150
C 0.5958 -1.5101 2.9532  -0.598
C -0.2119 -1.6590 1.6864  -0.419
Br -2.1180 -1.4474 2.0342  -0.158
H 0.1676 -2.0411 3.8028  0.400
H 1.6212 -1.8511 2.7961  0.372
H -0.1060 -2.6680 1.2830  0.402
H 0.0524 -0.9332 0.9137  0.082
Br -1.5007 -4.1769 -2.6698  -0.141
C -2.9762 -3.6313 -1.5177  -0.363
C -3.7202 -2.4549 -2.0993  -0.588
Br -2.7289 -0.7974 -1.8457  0.028
H -2.5542 -3.4306 -0.5333  0.148
H -3.6271 -4.5062 -1.4581  0.349
H -4.6661 -2.3038 -1.5758  0.324
H -3.9127 -2.5511 -3.1678  0.374

The HOMO-LUMO gap is 3.896 eV. For the total energy, the calculation gives -11004.2313 Eh. As for the largest force on an atom: 4.9 eV/Å. For the HOMO energy, the calculation gives -1.6 eV. Its charge is -1.



The following is a DFT calculation (the ωB97M-V functional and the def2-TZVPD basis) of an isolated ion of composition C9H16Cl2N3 and charge +1.

Each line ends with the Mulliken charge.
Positions of all 30 atoms, in Å:
C -1.3555 -0.1190 2.2674  0.237
C -2.0783 -2.4015 1.5956  0.547
C -3.5142 -0.5151 1.1750  0.431
C 2.2627 0.2674 -3.5830  -1.203
C -0.1682 0.6612 1.8999  -0.795
C 2.1949 0.2294 -2.1053  -0.258
C 0.3359 0.5424 0.3860  -0.433
C 1.6879 1.4911 -1.4892  -0.937
C 1.5519 1.4732 0.0569  -0.561
N -2.6252 0.2982 1.5641  -0.440
N -1.2816 -1.6053 2.1942  -0.083
N -3.3243 -1.9866 1.3079  -0.260
Cl -1.8399 -3.9817 1.1054  -0.079
Cl -4.9868 -0.0683 0.5722  -0.088
H -1.4381 0.0662 3.3649  0.232
H 1.3539 -0.3873 -3.8281  0.244
H 2.0630 1.2077 -3.9185  0.403
H 3.1570 -0.2193 -3.9532  0.319
H 0.6415 0.3242 2.6320  0.359
H -0.3326 1.7846 2.1467  0.330
H 3.2753 0.1358 -1.7057  0.183
H 1.6812 -0.6298 -1.8741  0.340
H 0.7624 -0.5270 0.2466  0.151
H -0.4725 0.6641 -0.4283  0.313
H 2.2699 2.2916 -1.8019  0.543
H 0.6904 1.8427 -1.8819  0.354
H 1.3624 2.6048 0.3616  0.296
H 2.3927 1.1265 0.6919  0.348
H -0.3894 -2.0361 2.3136  0.221
H -3.8765 -2.5341 0.6871  0.287

The HOMO-LUMO gap is 8.959 eV. For the total energy, the calculation gives -1436.8782 Eh. As for the largest force on an atom: 4.2 eV/Å. For the HOMO energy, the calculation gives -13.2 eV. Its charge is +1.



The following is a DFT calculation (the ωB97M-V functional and the def2-TZVPD basis) of a single C9H16ClN molecule.

Each line ends with the Mulliken charge.
Positions of all 27 atoms, in Å:
C 0.0423 -0.6523 -1.6728  -0.809
C 1.4283 -1.2015 -1.3538  -0.430
C 1.3861 0.8921 -0.3996  -1.196
C 1.1492 -0.9099 0.9547  -0.368
C -0.0962 0.5158 -0.6579  1.625
C -0.4405 -0.0779 0.7644  0.836
C -0.9728 1.5829 -1.1471  -2.030
C -0.8128 0.9950 1.8239  -1.503
C -1.4255 -1.2232 0.9865  -1.483
N 1.9329 -0.4755 -0.1579  -0.316
Cl 1.8690 -0.4002 2.5827  -0.220
H -0.0424 -0.1365 -2.6667  0.358
H -0.6496 -1.5422 -1.5880  0.165
H 1.4640 -2.2821 -0.9814  0.325
H 2.1762 -1.0880 -2.1402  0.315
H 1.9235 1.4629 -1.2659  0.293
H 1.5362 1.4343 0.4503  0.457
H 1.0330 -1.9455 1.0377  0.514
H -1.9419 1.4251 -0.7577  0.426
H -1.0860 1.6375 -2.2130  0.462
H -0.6215 2.5311 -1.0197  0.476
H -1.8843 1.2839 1.5826  0.384
H -0.1922 1.9763 1.7111  0.237
H -0.8132 0.7215 2.8648  0.450
H -2.4908 -0.8914 1.1372  0.370
H -1.1363 -1.6673 1.9802  0.370
H -1.3348 -1.9650 0.1457  0.295

The HOMO-LUMO gap is 9.716 eV. For the total energy, the calculation gives -867.4115 Eh. As for the largest force on an atom: 4.1 eV/Å. For the HOMO energy, the calculation gives -8.9 eV.



The following is a DFT calculation (the ωB97M-V functional and the def2-TZVPD basis) of C9H16F20K3NO13P3S2 as an isolated structure.

Each line ends with the Mulliken charge.
Positions of all 67 atoms, in Å:
K -1.2136 4.3254 -1.6851  1.001
K -6.0217 -0.9213 4.4915  0.992
K -3.8820 -3.9872 -2.7635  1.001
N -8.2991 1.3843 1.2095  -0.247
S -8.5465 0.2814 -0.1847  1.038
O -7.4251 -0.3856 -0.7149  -0.526
O -9.6925 0.4559 -1.0444  -0.536
F -9.0830 -0.9297 0.7130  -0.301
S -7.8353 2.5240 0.3196  1.040
O -8.8827 3.1645 -0.5090  -0.582
O -6.4774 2.6360 -0.1862  -0.563
F -7.8008 3.5608 1.5548  -0.310
P -4.0607 1.5596 -6.0597  1.171
F -3.7712 0.9843 -4.5649  -0.377
F -4.9812 0.3054 -6.2611  -0.331
F -5.3409 2.4076 -5.4214  -0.355
F -4.3635 2.2750 -7.5059  -0.354
F -3.0089 2.8244 -5.7630  -0.400
F -2.7311 0.6890 -6.4875  -0.359
P -0.8449 -1.2490 1.5371  1.160
F -0.3766 -2.5534 2.3365  -0.342
F 0.6759 -0.5842 1.4613  -0.379
F -0.6018 -1.8452 0.1141  -0.340
F -1.4423 0.0229 0.6870  -0.389
F -2.2900 -1.9091 1.5404  -0.387
F -1.2949 -0.4724 2.8239  -0.327
P -5.1549 3.5801 7.9044  1.146
F -5.0763 1.9739 8.3082  -0.375
F -4.5122 3.1196 6.5041  -0.357
F -6.6444 3.3238 7.2302  -0.363
F -5.1204 5.0870 7.3524  -0.347
F -5.7551 4.0177 9.3614  -0.348
F -3.6470 3.8538 8.4013  -0.356
C 1.4662 0.6975 9.1717  -0.218
C 1.9986 1.3689 7.9397  -0.346
O 3.1785 2.0240 8.3429  -0.319
C 3.0519 2.3037 9.6453  0.708
O 3.7550 3.0903 10.2832  -0.576
O 1.9918 1.6297 10.1242  -0.334
H 1.8968 -0.2875 9.3518  0.246
H 0.3926 0.8221 9.3126  0.271
H 1.3137 2.1046 7.5181  0.263
H 2.1692 0.6717 7.1195  0.305
C 9.8281 -1.2284 -2.7540  -0.612
O 9.1305 0.0465 -2.3919  -0.286
C 8.1024 -0.0544 -1.7261  0.828
O 7.3154 -1.0267 -1.6728  -0.598
O 8.0023 1.1342 -1.0277  -0.315
C 6.7207 1.2895 -0.3957  -0.674
H 10.7097 -0.9426 -3.3278  0.209
H 9.1227 -1.8026 -3.3546  0.307
H 10.0666 -1.7139 -1.8077  0.304
H 6.4567 2.3446 -0.4685  0.243
H 6.8281 1.0495 0.6621  0.255
H 5.8984 0.7780 -0.8960  0.339
C 2.7899 -2.9257 -6.0901  -0.599
O 2.7358 -3.3444 -7.4552  -0.266
C 3.3083 -4.5299 -7.7930  0.721
O 4.0656 -5.1926 -7.0474  -0.566
O 2.8286 -4.7790 -9.0513  -0.276
C 2.9499 -5.9340 -9.7630  -0.609
H 3.8512 -2.7166 -5.9560  0.273
H 2.5523 -3.7083 -5.3695  0.284
H 2.1357 -2.0847 -5.8600  0.240
H 3.8993 -6.0011 -10.2942  0.271
H 2.2578 -5.8580 -10.6017  0.228
H 2.7320 -6.7437 -9.0665  0.300

The HOMO-LUMO gap is 6.444 eV. For the total energy, the calculation gives -7003.6301 Eh. As for the largest force on an atom: 8.8 eV/Å. For the HOMO energy, the calculation gives -7.2 eV. Its charge is -1.